Entry 1:
The following is a quantum chemistry calculation of one molecule with the formula C3H7NO2, from the OMol25 dataset.

The value obtained for the energy relative to the best compared isomer or geometry (same formula, charge and spin) is 0.973 eV. The structure (SMILES) is O=CNCCO. Its total charge is 0. The value obtained for the HOMO-LUMO gap is 10.511 eV. For the strongest force on any atom, the calculation gives 0.77 eV/A. As for the HOMO energy: -9.77 eV.

Positions of all 13 atoms, in Å:
O1 1.053 0.572 2.195
C1 0.021 0.023 1.869
N1 -0.555 0.057 0.626
C2 0.018 0.743 -0.515
C3 0.377 -0.261 -1.614
O2 -0.832 -0.913 -2.012
H1 -0.584 -0.610 2.566
H2 -1.332 -0.580 0.456
H3 -0.698 1.479 -0.904
H4 0.895 1.306 -0.130
H5 0.828 0.257 -2.459
H6 1.140 -0.949 -1.190
H7 -0.622 -1.611 -2.624

Cartesian forces (eV/Å) of the 2 atoms listed first:
O -0.4072 -0.0232 -0.1605
C -0.2297 -0.3836 -0.3325

Results of the natural (NBO) charge analysis, in e, for atoms 1 through 6: atom 1 (O): -0.614, atom 2 (C): 0.532, atom 3 (N): -0.623, atom 4 (C): -0.254, atom 5 (C): -0.074, atom 6 (O): -0.734



Entry 2:
The following is a quantum chemistry calculation of an isolated ion of composition C2H6N and charge +1 at a distorted geometry, from the OMol25 dataset.

The value obtained for the energy relative to the best compared isomer or geometry (same formula, charge and spin) is 1.276 eV. The structure (SMILES) is C1C[NH2+]1. Its total charge is +1. The value obtained for the HOMO-LUMO gap is 14.171 eV. For the strongest force on any atom, the calculation gives 7.16 eV/A. As for the HOMO energy: -18.29 eV.

Positions of all 9 atoms, in Å:
C1 0.659 0.528 0.185
C2 -0.275 -0.527 0.640
N1 -0.305 0.010 -0.728
H1 0.573 1.494 0.688
H2 1.686 0.174 -0.009
H3 0.154 -1.504 0.567
H4 -0.967 -0.432 1.420
H5 -1.032 0.776 -1.054
H6 -0.234 -0.515 -1.707

Cartesian forces (eV/Å) of the 2 atoms listed first:
C 2.8503 -0.7903 1.5935
C 1.9837 -1.1699 -0.9926

Results of the natural (NBO) charge analysis, in e, for atoms 1 through 6: atom 1 (C): -0.224, atom 2 (C): -0.195, atom 3 (N): -0.561, atom 4 (H): 0.269, atom 5 (H): 0.253, atom 6 (H): 0.239



Entry 3:
The following is a quantum chemistry calculation of C27H41N7Pm as an isolated structure at a distorted geometry, from the OMol25 dataset.

The value obtained for the energy relative to the best compared isomer or geometry (same formula, charge and spin) is 0.000 eV. Its total charge is +3. The value obtained for the HOMO-LUMO gap (spin up / spin down) is 6.407 / 7.403 eV. For the strongest force on any atom, the calculation gives 1.80 eV/A. The expectation value of S² is 6.01. As for the spin multiplicity: 5. As for the HOMO energy (spin up / spin down): -16.07 / -16.07 eV.

Positions of all 76 atoms, in Å:
Pm1 0.585 -0.609 0.351
N1 1.746 -1.628 -1.718
C1 3.179 -1.764 -1.404
C2 3.407 -2.652 -0.177
N2 2.644 -2.184 1.022
C3 3.546 -1.438 1.933
C4 2.794 -0.666 3.023
N3 1.867 0.345 2.459
C5 2.095 -3.382 1.722
C6 0.908 -3.985 0.963
N4 -0.231 -3.058 0.894
H1 1.300 -2.535 -1.887
H2 1.582 -1.027 -2.524
H3 3.608 -0.765 -1.225
H4 3.749 -2.221 -2.225
H5 4.483 -2.638 0.044
H6 3.151 -3.690 -0.411
H7 4.163 -0.730 1.362
H8 4.209 -2.158 2.448
H9 3.574 -0.197 3.631
H10 2.248 -1.353 3.681
H11 2.406 1.143 2.115
H12 1.244 0.716 3.186
H13 1.803 -3.143 2.763
H14 2.882 -4.152 1.786
H15 0.636 -4.906 1.503
H16 1.211 -4.278 -0.046
H17 -0.729 -3.032 1.789
H18 -0.915 -3.367 0.196
C7 -1.307 -0.304 3.627
C8 -2.063 0.521 2.553
C9 -1.342 1.842 2.204
C10 -2.342 -0.357 1.338
C11 -3.042 -1.588 1.554
C12 -3.365 -2.413 0.471
C13 -2.943 -2.090 -0.850
C14 -3.374 -2.938 -2.030
C15 -2.216 -0.885 -1.049
C16 -1.997 0.031 0.021
H19 -0.937 0.333 4.424
H20 -0.466 -0.861 3.174
H21 -1.962 -1.041 4.098
H22 -3.057 0.753 2.986
H23 -0.377 1.644 1.697
H24 -1.132 2.422 3.106
H25 -1.930 2.481 1.537
H26 -3.335 -1.868 2.555
H27 -3.905 -3.346 0.630
H28 -4.343 -2.644 -2.469
H29 -3.442 -3.993 -1.736
H30 -2.613 -2.849 -2.816
H31 -1.811 -0.695 -2.035
H32 -1.643 1.043 -0.186
C17 3.197 3.134 -1.075
C18 2.691 1.919 -0.630
N5 1.354 1.676 -0.514
C19 0.462 2.666 -0.848
C20 0.900 3.916 -1.319
C21 2.312 4.165 -1.409
C22 -0.039 5.017 -1.626
C23 -1.286 4.938 -2.152
C24 -1.965 3.782 -2.719
C25 -3.303 3.943 -3.133
C26 -3.912 2.829 -3.715
N6 -3.258 1.671 -3.921
C27 -1.991 1.658 -3.554
N7 -1.312 2.615 -2.936
H33 4.262 3.230 -1.173
H34 3.378 1.116 -0.363
H35 -0.604 2.465 -0.776
H36 2.660 5.119 -1.787
H37 0.376 5.993 -1.425
H38 -1.912 5.820 -2.189
H39 -3.834 4.875 -3.005
H40 -4.944 2.856 -4.028
H41 -1.436 0.755 -3.763

Cartesian forces (eV/Å) of the 2 atoms listed first:
Pm 0.8157 0.0177 0.3889
N -0.8369 0.2269 0.7513

Results of the Löwdin charge analysis, in e, for atoms 1 through 6: atom 1 (Pm): 1.868, atom 2 (N): -0.066, atom 3 (C): -0.207, atom 4 (C): -0.155, atom 5 (N): -0.258, atom 6 (C): -0.172



Entry 4:
The following is a quantum chemistry calculation of C29H32AsF6N2O7S3Ta as an isolated structure at a distorted geometry, from the OMol25 dataset.

The value obtained for the energy relative to the best compared isomer or geometry (same formula, charge and spin) is 0.000 eV. Its total charge is +3. The value obtained for the HOMO-LUMO gap (spin up / spin down) is 6.641 / 4.737 eV. For the strongest force on any atom, the calculation gives 1.13 eV/A. The expectation value of S² is 0.78. As for the spin multiplicity: 2. As for the HOMO energy (spin up / spin down): -16.17 / -16.17 eV.

Positions of all 81 atoms, in Å:
Ta1 -1.129 0.595 -0.547
C1 2.828 -0.398 2.464
O1 2.086 0.060 1.321
C2 2.705 0.954 0.504
C3 3.824 1.699 0.860
C4 4.413 2.562 -0.056
C5 3.890 2.713 -1.332
C6 2.776 1.980 -1.695
C7 2.186 1.112 -0.785
N1 1.088 0.293 -1.245
N2 1.439 -0.359 -2.251
C8 0.610 -1.222 -2.948
C9 -0.620 -1.718 -2.415
O2 -1.032 -1.241 -1.272
C10 -1.326 -2.737 -3.060
C11 -0.866 -3.205 -4.263
C12 0.340 -2.717 -4.844
C13 0.808 -3.218 -6.052
C14 2.026 -2.762 -6.602
C15 2.781 -1.815 -5.935
C16 2.338 -1.301 -4.724
C17 1.102 -1.732 -4.160
H1 3.825 -0.724 2.171
H2 2.282 -1.246 2.864
H3 2.898 0.379 3.226
H4 4.259 1.593 1.842
H5 5.294 3.117 0.237
H6 4.350 3.388 -2.040
H7 2.337 2.081 -2.680
H8 -2.239 -3.106 -2.613
H9 -1.425 -3.969 -4.790
H10 0.235 -3.973 -6.576
H11 2.367 -3.169 -7.545
H12 3.721 -1.477 -6.350
H13 2.935 -0.574 -4.191
C18 -1.250 3.376 2.305
S1 0.245 3.176 1.353
O3 -0.173 2.019 0.355
C19 0.322 4.640 0.409
C20 -0.802 5.293 -0.100
C21 -0.615 6.468 -0.798
C22 0.670 6.977 -0.986
C23 1.779 6.319 -0.476
C24 1.611 5.139 0.232
H14 -2.109 3.476 1.646
H15 -1.113 4.272 2.911
H16 -1.346 2.505 2.950
H17 -1.798 4.897 0.039
H18 -1.470 7.002 -1.191
H19 0.801 7.904 -1.527
H20 2.769 6.729 -0.615
H21 2.461 4.619 0.653
O4 -0.890 -0.432 1.102
S2 -0.741 -1.038 2.538
C25 -0.543 -2.823 2.271
C26 -1.522 -3.486 3.238
C27 -2.809 -2.669 3.162
C28 -2.394 -1.205 3.285
H22 0.503 -3.079 2.428
H23 -0.815 -2.978 1.226
H24 -1.114 -3.494 4.251
H25 -1.676 -4.523 2.943
H26 -3.503 -2.921 3.962
H27 -3.312 -2.842 2.214
H28 -2.212 -0.924 4.325
H29 -3.061 -0.471 2.836
F1 -3.224 0.207 -1.422
As1 -4.409 0.245 -0.027
F2 -3.594 -1.196 0.451
F3 -2.835 1.111 0.681
F4 -5.109 0.394 1.500
F5 -4.887 1.780 -0.540
F6 -5.594 -0.582 -0.873
C29 -2.692 2.710 -3.809
S3 -1.460 2.509 -2.584
O5 -1.022 1.035 -2.586
O6 -0.364 3.387 -2.792
O7 -2.073 2.531 -1.222
H30 -2.348 2.190 -4.703
H31 -2.776 3.778 -4.007
H32 -3.627 2.292 -3.443

Cartesian forces (eV/Å) of the 2 atoms listed first:
Ta -0.8015 0.7419 0.2981
C -0.0045 0.0983 -0.0242

Results of the natural (NBO) charge analysis, in e, for atoms 1 through 6: atom 1 (Ta): 2.595, atom 2 (C): -0.256, atom 3 (O): -0.522, atom 4 (C): 0.280, atom 5 (C): -0.282, atom 6 (C): -0.152



Entry 5:
The following is a quantum chemistry calculation of an isolated ion of composition C24H29N2O2 and charge +1, from the OMol25 dataset.

The value obtained for the energy relative to the best compared isomer or geometry (same formula, charge and spin) is 0.421 eV. The structure (SMILES) is COc1ccc(OC)c(CN2CC[NH+](Cc3cccc4ccccc34)CC2)c1. Its total charge is +1. The value obtained for the HOMO-LUMO gap is 7.852 eV. For the strongest force on any atom, the calculation gives 0.81 eV/A. As for the HOMO energy: -10.44 eV.

Positions of all 57 atoms, in Å:
C1 7.191 0.496 -0.077
O1 6.464 -0.607 0.414
C2 5.135 -0.678 0.171
C3 4.483 -1.821 0.637
C4 3.130 -1.992 0.440
C5 2.384 -1.027 -0.228
O2 1.023 -1.128 -0.443
C6 0.481 -2.432 -0.463
C7 3.026 0.120 -0.702
C8 2.233 1.162 -1.445
N1 1.087 1.564 -0.654
C9 0.072 2.312 -1.359
C10 -1.108 2.511 -0.391
N2 -0.969 1.538 0.715
C11 -2.211 1.402 1.525
C12 -3.384 0.924 0.711
C13 -4.318 1.840 0.288
C14 -5.430 1.452 -0.469
C15 -5.606 0.136 -0.792
C16 -4.684 -0.842 -0.365
C17 -4.881 -2.205 -0.670
C18 -4.004 -3.155 -0.229
C19 -2.887 -2.777 0.528
C20 -2.654 -1.461 0.823
C21 -3.546 -0.453 0.397
C22 0.200 1.906 1.547
C23 1.393 2.189 0.613
C24 4.386 0.290 -0.492
H1 8.225 0.317 0.211
H2 6.850 1.434 0.372
H3 7.126 0.566 -1.167
H4 5.064 -2.570 1.150
H5 2.662 -2.889 0.812
H6 1.094 -3.109 -1.061
H7 0.377 -2.841 0.548
H8 -0.505 -2.344 -0.917
H9 2.876 2.013 -1.713
H10 1.844 0.722 -2.368
H11 0.429 3.292 -1.717
H12 -0.237 1.727 -2.228
H13 -1.112 3.514 0.040
H14 -2.061 2.344 -0.896
H15 -0.718 0.642 0.266
H16 -2.435 2.387 1.944
H17 -2.006 0.718 2.351
H18 -4.207 2.883 0.551
H19 -6.143 2.198 -0.783
H20 -6.461 -0.178 -1.371
H21 -5.748 -2.482 -1.250
H22 -4.166 -4.198 -0.454
H23 -2.208 -3.538 0.882
H24 -1.784 -1.207 1.411
H25 -0.054 2.781 2.147
H26 0.422 1.073 2.215
H27 1.560 3.274 0.512
H28 2.300 1.743 1.019
H29 4.855 1.184 -0.872

Cartesian forces (eV/Å) of the 2 atoms listed first:
C 0.1279 0.1835 -0.0763
O -0.1264 -0.2523 0.1129

Results of the natural (NBO) charge analysis, in e, for atoms 1 through 6: atom 1 (C): -0.255, atom 2 (O): -0.483, atom 3 (C): 0.304, atom 4 (C): -0.219, atom 5 (C): -0.285, atom 6 (C): 0.329



Entry 6:
The following is a quantum chemistry calculation of a 2-piece molecular cluster, C11H17N2S overall at a distorted geometry, from the OMol25 dataset.

The value obtained for the energy relative to the best compared isomer or geometry (same formula, charge and spin) is 3.757 eV. Its total charge is +1. The value obtained for the HOMO-LUMO gap (spin up / spin down) is 6.849 / 6.844 eV. For the strongest force on any atom, the calculation gives 4.05 eV/A. As for the HOMO energy (spin up / spin down): -12.10 / -12.10 eV.

Positions of all 31 atoms, in Å:
C1 -3.468 0.105 0.386
C2 -2.837 -0.401 -0.775
C3 -2.826 1.043 1.185
C4 -0.904 0.668 -0.015
C5 -1.448 -0.190 -0.933
C6 -1.483 1.302 0.992
C7 2.362 -1.965 -0.251
C8 2.043 -1.114 0.962
C9 1.725 1.286 -0.316
C10 -0.681 -0.506 -2.211
C11 -0.763 2.198 2.038
N1 1.879 2.435 -0.913
N2 2.014 -3.325 -0.116
S1 2.866 0.419 0.526
H1 -4.509 -0.209 0.500
H2 -3.453 -1.059 -1.426
H3 -3.197 1.437 2.187
H4 1.939 -1.478 -1.192
H5 3.464 -1.897 -0.430
H6 0.987 -0.885 0.934
H7 2.335 -1.517 1.853
H8 0.195 0.189 -2.332
H9 -0.301 -1.441 -2.207
H10 -1.388 -0.429 -3.136
H11 0.315 1.872 2.069
H12 -0.920 3.278 1.688
H13 -1.221 1.815 2.915
H14 1.089 2.752 -1.347
H15 2.679 3.070 -1.096
H16 1.015 -3.384 0.115
H17 2.492 -4.069 0.348

Cartesian forces (eV/Å) of the 2 atoms listed first:
C -0.3551 0.2207 -1.2532
C 0.0768 -0.5096 1.4565

Results of the natural (NBO) charge analysis, in e, for atoms 1 through 6: atom 1 (C): -0.170, atom 2 (C): -0.183, atom 3 (C): -0.190, atom 4 (C): 0.357, atom 5 (C): -0.136, atom 6 (C): -0.155